The following is a DFT calculation (the ωB97M-V functional and the def2-TZVPD basis) of 2 unconnected molecules or ions with the total composition CH4N3PS.

Kohn-Sham gap (alpha / beta)	0.3035 / 0.3036	Eh

Geometry as ORCA input:
```
! RIJCOSX wB97M-V def2-TZVPD def2/J DEFGRID3
* xyz 0 1
C -0.05510 0.73671 -2.21968
N -0.66268 0.78399 -3.19263
N -0.46827 -1.52380 0.70448
N -0.11930 1.21831 0.94173
P 0.50434 -0.18183 0.27090
S 2.38978 -0.32008 0.44286
H 0.19254 -2.20983 0.81920
H -1.27874 -1.92142 0.14758
H 0.54660 1.89626 1.32196
H -1.04917 1.52170 0.76360
*
```

***

The following is a DFT calculation (the ωB97M-V functional and the def2-TZVPD basis) of 2 unconnected molecules or ions with the total composition CH4NO2.

Kohn-Sham gap	0.4324	Eh

Geometry as ORCA input:
```
! RIJCOSX wB97M-V def2-TZVPD def2/J DEFGRID3
* xyz 1 1
C -2.44137 -0.01783 -0.08520
N -1.34015 -0.25165 0.16201
O 1.17378 -0.61969 -0.05232
O 1.50153 0.77098 0.10473
H -0.31943 -0.70583 0.25151
H -3.49685 0.17953 -0.19471
H 2.24795 0.93188 -0.51337
H 1.54709 -1.11714 0.75452
*
```

***

The following is a DFT calculation (the ωB97M-V functional and the def2-TZVPD basis) of a gas-phase ion, CH4NO2S (charge -1).

<S²>	2.01
Kohn-Sham gap (alpha / beta)	0.1923 / 0.2802	Eh

Geometry as ORCA input:
```
! RIJCOSX wB97M-V def2-TZVPD def2/J DEFGRID3
* xyz -1 3
C -1.02313 -0.07690 -0.65026
N 0.72542 0.73801 1.52074
O 1.21789 1.30935 -0.89278
O 1.39459 -1.57570 -0.12827
S 0.70606 0.23422 -0.02771
H -1.36782 -0.59346 0.18969
H -1.57880 0.86041 -0.75278
H -0.92731 -0.83534 -1.39712
H 0.85310 -0.06058 2.13849
*
```

***

The following is a DFT calculation (the ωB97M-V functional and the def2-TZVPD basis) of a molecular structure, CH4NO2Si.

Kohn-Sham gap	0.3108	Eh

Geometry as ORCA input:
```
! RIJCOSX wB97M-V def2-TZVPD def2/J DEFGRID3
* xyz -1 1
C -1.98812 -1.27135 1.01519
N -0.06498 0.76780 0.66087
O -1.71975 -1.03624 2.19323
O -3.06316 -1.74156 0.60245
Si -0.78985 -0.51667 -0.27924
H 0.97663 0.80451 0.80352
H -0.43415 0.66741 1.63511
H 0.68195 -1.38546 -0.95631
H -1.03915 -0.16258 -1.62668
*
```

***

The following is a DFT calculation (the ωB97M-V functional and the def2-TZVPD basis) of 2 unconnected molecules or ions with the total composition CH4NO3.

Kohn-Sham gap (alpha / beta)	0.2742 / 0.2788	Eh

Geometry as ORCA input:
```
! RIJCOSX wB97M-V def2-TZVPD def2/J DEFGRID3
* xyz 1 1
C -1.47355 0.26624 -0.12042
N -0.44663 -0.63680 0.13911
O -0.40139 -1.79677 0.07519
O 2.59031 0.25144 -0.25926
O 1.59375 0.52323 0.54164
H -2.10482 -0.26257 -0.90316
H -1.01411 1.21909 -0.34791
H -2.19212 0.55742 0.70284
H 3.44856 -0.12128 0.17197
*
```

***

The following is a DFT calculation (the ωB97M-V functional and the def2-TZVPD basis) of 2 unconnected molecules or ions with the total composition CH4NO4P.

Kohn-Sham gap	0.2650	Eh

Geometry as ORCA input:
```
! RIJCOSX wB97M-V def2-TZVPD def2/J DEFGRID3
* xyz -2 1
C -0.65042 1.66894 -1.09728
N -0.74785 0.73491 -0.29103
O -1.05157 -0.64934 -2.42596
O 1.11442 -1.04231 -1.03902
O -1.20952 -1.73777 0.00519
O 0.83966 -2.63778 1.46921
P -0.45528 -0.91796 -1.06184
H -0.83275 2.69038 -0.66150
H -0.11822 -2.45486 1.00936
H -0.32642 1.43745 -2.11772
H 1.13380 -1.80663 0.94849
*
```

***

The following is a DFT calculation (the ωB97M-V functional and the def2-TZVPD basis) of a gas-phase ion, CH4NO6S2 (charge -1).

SMILES string	CONS(=O)(=O)S(=O)(=O)[O-]
Kohn-Sham gap	0.3461	Eh

Geometry as ORCA input:
```
! RIJCOSX wB97M-V def2-TZVPD def2/J DEFGRID3
* xyz -1 1
C 0.49283 -0.21043 1.74259
O -0.17963 0.76267 0.96117
N -0.56635 0.15712 -0.33818
S -2.16294 -0.63010 -0.34150
O -2.12844 -1.75578 0.53253
O -2.08888 -1.07865 -1.75446
S -4.11742 0.39897 0.04200
O -4.90522 -0.73763 -0.33684
O -4.04115 1.48994 -0.83349
O -4.12746 0.71208 1.45775
H 1.40767 -0.64366 1.27333
H 0.00277 -0.99039 2.20777
H 0.94652 0.36944 2.62350
H -0.64773 0.81384 -1.07235
*
```

***

The following is a DFT calculation (the ωB97M-V functional and the def2-TZVPD basis) of 2 unconnected molecules or ions with the total composition CH4NOP.

Kohn-Sham gap (alpha / beta)	0.3000 / 0.3000	Eh

Geometry as ORCA input:
```
! RIJCOSX wB97M-V def2-TZVPD def2/J DEFGRID3
* xyz 0 1
C -0.56960 0.81166 -0.74604
N -0.21395 -0.05166 -1.43932
O -2.81967 2.66173 -0.53439
P -2.14216 1.54488 0.11081
H -1.53272 -2.14553 -0.42881
H 0.00060 -0.83610 -2.17879
H -2.20621 -2.09046 -0.08626
H -1.43078 2.00806 1.34339
*
```

***

The following is a DFT calculation (the ωB97M-V functional and the def2-TZVPD basis) of 2 unconnected molecules or ions with the total composition CH4NOP.

SMILES string	C1=PO1.N
Kohn-Sham gap (alpha / beta)	0.3049 / 0.3049	Eh

Geometry as ORCA input:
```
! RIJCOSX wB97M-V def2-TZVPD def2/J DEFGRID3
* xyz 0 1
C 2.52485 -0.20348 0.25019
P 1.65514 -1.33847 -0.46715
O 3.07765 -1.38978 0.72161
H 2.73458 0.82234 0.59789
N -2.30665 0.44802 -0.07170
H -1.86717 1.22514 -0.54366
H -3.26609 0.78373 0.13710
H -2.55232 -0.34749 -0.62429
*
```

***

The following is a DFT calculation (the ωB97M-V functional and the def2-TZVPD basis) of a molecular structure, CH4NOP.

Kohn-Sham gap (alpha / beta)	0.2921 / 0.2921	Eh

Geometry as ORCA input:
```
! RIJCOSX wB97M-V def2-TZVPD def2/J DEFGRID3
* xyz 0 1
C 0.09133 -0.79664 -0.43839
N 0.76749 -1.83891 -0.44292
O -2.40749 0.52461 -0.75812
P -1.34007 0.12885 0.09473
H 1.38200 1.36451 0.11227
H 0.58390 -2.67126 0.18678
H 1.45969 1.98101 0.58093
H -0.53684 1.30784 0.66471
*
```

***

The following is a DFT calculation (the ωB97M-V functional and the def2-TZVPD basis) of a molecular structure, CH4NOPS.

Kohn-Sham gap	0.2514	Eh

Geometry as ORCA input:
```
! RIJCOSX wB97M-V def2-TZVPD def2/J DEFGRID3
* xyz 0 1
C 0.20565 -0.72826 -0.75819
N 1.26816 -0.44106 -0.30320
O -0.86449 -0.93182 -1.21645
P 3.49539 -0.14725 0.45920
S -4.02528 0.01881 0.65745
H -3.26755 1.06803 1.11298
H 3.91131 0.71970 -0.58517
H 2.90155 0.82071 1.13166
H -3.62475 -0.37886 -0.49827
*
```

***

The following is a DFT calculation (the ωB97M-V functional and the def2-TZVPD basis) of CH4NOPS in the gas phase.

<S²>	2.01
Kohn-Sham gap (alpha / beta)	0.1879 / 0.2662	Eh

Geometry as ORCA input:
```
! RIJCOSX wB97M-V def2-TZVPD def2/J DEFGRID3
* xyz 0 3
C -0.18649 0.53657 -0.26551
N 0.83041 -0.37400 -0.29260
O 0.00217 1.70338 -0.38020
P -1.97954 -0.21762 -0.36203
S 2.43249 -0.26822 -0.36530
H 0.43636 -1.31389 0.03595
H -1.58493 -1.27680 0.46410
H -2.65103 0.29159 0.77434
H 2.70056 0.91899 0.39125
*
```

***

The following is a DFT calculation (the ωB97M-V functional and the def2-TZVPD basis) of 2 unconnected molecules or ions with the total composition CH4NOS.

Kohn-Sham gap	0.2686	Eh

Geometry as ORCA input:
```
! RIJCOSX wB97M-V def2-TZVPD def2/J DEFGRID3
* xyz -1 1
S -1.12908 2.05689 0.80099
H -2.19988 2.47916 1.53655
C 1.08414 -0.73445 -0.88510
N 0.02899 -0.82973 0.00617
O 1.92413 -1.58527 -1.07563
H 1.20247 0.34856 -1.02202
H -0.45697 -1.72692 0.17910
H -0.45378 -0.00824 0.45992
*
```

***

The following is a DFT calculation (the ωB97M-V functional and the def2-TZVPD basis) of 2 unconnected molecules or ions with the total composition CH4NOS2.

<S²>	2.03
Kohn-Sham gap (alpha / beta)	0.2668 / 0.3026	Eh

Geometry as ORCA input:
```
! RIJCOSX wB97M-V def2-TZVPD def2/J DEFGRID3
* xyz 1 3
C 0.55837 -0.23907 -0.67315
N 0.27929 -1.28841 -0.01957
O -0.79579 1.10342 0.86437
S 0.28569 0.40139 -2.20051
S 1.64477 1.08875 -0.67646
H -0.42561 -1.93625 -0.30680
H -0.79650 1.86644 1.36333
H 0.99951 -1.80747 0.67046
H -1.74973 0.81120 0.97833
*
```

***

The following is a DFT calculation (the ωB97M-V functional and the def2-TZVPD basis) of 2 unconnected molecules or ions with the total composition CH4NP3S.

SMILES string	C[PH]#P=S.N#P
Kohn-Sham gap	0.2582	Eh

Geometry as ORCA input:
```
! RIJCOSX wB97M-V def2-TZVPD def2/J DEFGRID3
* xyz 0 1
C -0.97224 -0.36627 0.40576
P -0.16134 -0.15997 -1.23516
P 0.53847 1.82582 -1.08632
S 1.18166 2.05102 0.72304
H -0.06414 -0.27859 1.08174
H -1.84799 -1.12421 0.52977
H -1.64520 0.54329 0.40323
H -1.33345 0.41697 -1.79103
N 1.88788 -1.71438 1.12456
P 2.41635 -1.19368 -0.15558
*
```

***

The following is a DFT calculation (the ωB97M-V functional and the def2-TZVPD basis) of 2 unconnected molecules or ions with the total composition CH4NS.

Kohn-Sham gap	0.2589	Eh

Geometry as ORCA input:
```
! RIJCOSX wB97M-V def2-TZVPD def2/J DEFGRID3
* xyz -1 1
S 0.13401 -1.72394 -0.76116
H -0.25086 -2.71169 0.06511
C 0.08711 1.65092 0.23031
N -0.30565 2.23918 1.29765
H -0.53614 0.99397 -0.38302
H 1.13207 1.68745 -0.10831
H -0.73797 1.54724 1.91318
*
```

***

The following is a DFT calculation (the ωB97M-V functional and the def2-TZVPD basis) of 2 unconnected molecules or ions with the total composition CH4NS.

<S²>	0.75
Kohn-Sham gap (alpha / beta)	0.1037 / 0.2563	Eh

Geometry as ORCA input:
```
! RIJCOSX wB97M-V def2-TZVPD def2/J DEFGRID3
* xyz -2 2
S 2.04711 0.80573 -2.00690
H 1.72371 1.77894 -1.14079
C -0.64836 -0.22822 0.87170
N -1.49016 -1.02298 0.32130
H -0.98416 0.61683 1.47130
H 0.43025 -0.19452 0.73176
H -1.07838 -1.75579 -0.24838
*
```

***

The following is a DFT calculation (the ωB97M-V functional and the def2-TZVPD basis) of a molecular structure, CH4Na8O9S.

Kohn-Sham gap	0.0727	Eh

Geometry as ORCA input:
```
! RIJCOSX wB97M-V def2-TZVPD def2/J DEFGRID3
* xyz 4 1
Na 7.26579 -11.57205 -6.33696
Na 10.40692 -14.97374 -4.17253
Na 6.90363 -14.39916 -4.63234
Na 8.91505 -14.60582 -7.29059
Na 13.09171 -12.79725 -4.52466
Na 11.02207 -10.07027 -3.27347
Na 7.86737 -9.11000 -3.78220
Na 11.28516 -12.62495 -1.37472
C 9.57632 -12.15567 -4.60634
O 10.61852 -12.43712 -3.91042
O 9.01429 -13.03884 -5.34794
O 9.23773 -10.93528 -4.77270
S 8.70174 -17.39484 -5.82943
O 8.03071 -18.23045 -4.85307
O 10.08064 -17.83323 -6.00426
O 8.06160 -17.33853 -7.15917
O 8.68779 -15.96539 -5.38022
O 8.49276 -8.82334 -6.18999
H 8.92606 -9.61574 -5.83221
H 9.20283 -8.17951 -6.34936
O 10.62057 -11.06445 -7.64618
H 10.93808 -10.21215 -7.32276
H 10.23974 -11.53073 -6.89483
*
```

***

The following is a DFT calculation (the ωB97M-V functional and the def2-TZVPD basis) of CH4O in the gas phase.

SMILES string	CO
Kohn-Sham gap	0.4194	Eh

Geometry as ORCA input:
```
! RIJCOSX wB97M-V def2-TZVPD def2/J DEFGRID3
* xyz 0 1
C -15.14771 -8.02175 12.20130
O -15.77360 -9.03195 11.49514
H -15.33619 -8.28110 13.24309
H -14.07258 -7.96773 12.03023
H -15.61331 -7.05663 12.00163
H -15.39839 -9.12630 10.61655
*
```

***

The following is a DFT calculation (the ωB97M-V functional and the def2-TZVPD basis) of CH4O2S3 in the gas phase.

SMILES string	O=[SH](=O)SCS
Kohn-Sham gap	0.3425	Eh

Geometry as ORCA input:
```
! RIJCOSX wB97M-V def2-TZVPD def2/J DEFGRID3
* xyz 0 1
O -1.37662 -1.85754 -1.65314
S -0.68485 -0.70093 -1.12808
O 0.75494 -0.75888 -0.96701
S -1.45706 0.12857 0.59426
C 0.08029 0.95814 0.88724
S 1.23808 -0.16486 1.69700
H -0.64662 0.30329 -2.09963
H 0.48205 1.61043 0.02426
H 0.01786 1.66654 1.73212
H 1.59192 -1.18475 0.91297
*
```